Below is C23H23N12ORuSeSi as an isolated structure in a non-equilibrium geometry, with properties calculated with ωB97M-V with the def2-TZVPD basis set.

Values from the calculation:
Kohn-Sham gap (alpha / beta): 5.1 / 5.3 eV
Largest force on an atom: 3.48 eV/A
LUMO (alpha / beta): -2.50 / -2.31 eV

```
! wB97M-V def2-TZVPD RIJCOSX def2/J DEFGRID3
* xyz 0 2
N -1.671 0.335 -0.389
H -4.846 -0.461 0.502
H 3.615 1.066 2.870
H -4.940 -0.698 -1.242
C 1.339 3.695 0.800
Si -2.593 -1.142 -0.409
H 4.240 5.376 0.403
C 3.433 3.980 -1.001
H -2.566 -1.477 -2.913
H -4.621 3.713 -1.097
H 0.696 -6.768 1.314
C 2.382 4.557 1.080
N 2.875 0.782 2.247
C 0.218 -6.387 -0.748
C -1.994 1.605 -0.633
N -0.465 0.284 2.965
O 0.320 2.089 -0.678
H -2.054 -2.955 -2.113
N 4.213 0.488 -0.895
C -2.010 -2.090 1.147
H -2.788 5.374 -1.201
Se 1.817 -2.568 1.831
C 1.346 2.984 -0.395
C -1.991 -1.872 -2.080
H -0.068 -7.407 -0.962
H 2.375 5.116 2.003
N 2.324 0.138 -0.007
C -0.958 2.582 -0.734
H -0.923 -2.032 1.265
H -2.438 -1.655 2.046
C 3.184 0.583 0.937
C 2.388 3.121 -1.301
H 0.501 -3.392 -2.351
N 1.429 -4.269 1.958
C 0.629 -6.047 0.516
C 1.625 0.643 2.770
H -2.285 -3.138 1.103
N 0.023 0.551 4.117
N 1.285 -2.491 0.099
H -0.445 4.635 -1.012
Ru 0.320 -0.332 -0.058
C 0.512 -4.122 -1.556
H 4.249 4.083 -1.698
C -2.567 4.330 -1.056
C -1.250 3.917 -0.941
C -3.318 2.064 -0.800
C 3.427 4.701 0.180
H 0.517 3.561 1.490
C -4.497 -1.072 -0.325
C 0.992 -4.715 0.778
H -0.942 -1.579 -2.233
N 1.314 0.793 4.052
C -3.595 3.395 -0.994
N 3.012 0.109 -1.138
H -4.881 -2.074 -0.167
H 2.382 2.547 -2.215
N 0.509 0.329 2.066
N 4.370 0.786 0.376
C 0.176 -5.434 -1.779
H -4.112 1.341 -0.753
H -0.124 -5.746 -2.769
C 0.907 -3.729 -0.268
*
```

Atomic partial charges in e from the Mulliken method, atoms 1 to 5: N 0.641; H 0.371; H 0.252; H 0.367; C 0.278


Below is one molecule with the formula C23H23N3O3, with properties calculated with ωB97M-V with the def2-TZVPD basis set.

Values from the calculation:
Kohn-Sham gap: 9.9 eV
Relative energy (zero: lowest compared OMol25 entry of this formula, charge and spin): 0.900 eV
SMILES string: C=CCN(CC=C)C(=O)CN1C(=O)NC(c2ccccc2)(c2ccccc2)C1=O
Largest force on an atom: 0.41 eV/A
LUMO: 0.65 eV

```
! wB97M-V def2-TZVPD RIJCOSX def2/J DEFGRID3
* xyz 0 1
H -2.732 0.788 -1.296
H -4.312 2.269 1.120
C 2.030 0.495 -3.575
O 3.285 -1.258 -1.927
C 2.073 -1.303 -1.974
H -0.763 -0.052 6.162
C -0.477 -0.366 1.536
H -0.403 1.217 -1.886
H -3.174 0.099 1.230
C -1.215 0.952 1.421
C 1.396 -1.024 3.128
H 1.515 1.451 -3.445
N 0.392 -1.668 -0.180
C 1.310 -2.302 -1.101
H -1.643 0.239 3.886
C 0.610 -0.482 0.457
C -0.651 -0.164 4.033
C 1.681 0.896 -6.009
O 1.484 0.306 0.212
C -0.484 2.132 1.494
H 0.739 -3.019 -1.697
C 0.123 -0.508 2.931
H -2.028 -1.846 1.842
C -2.156 0.077 -1.861
H -3.009 4.361 1.226
H 2.551 -0.838 -5.225
C -0.154 -0.325 5.314
N 1.343 -0.530 -2.804
H 1.240 1.863 -5.822
C -0.081 -0.636 -3.029
H -0.249 -0.394 -4.087
O -1.175 -3.370 -0.135
C -0.760 -2.320 0.282
C -0.899 0.306 -2.190
H 0.588 2.086 1.597
H 1.510 -0.953 6.505
H 2.014 -1.294 2.285
H 3.039 0.569 -3.159
H 2.069 -2.854 -0.533
C -2.506 3.408 1.281
C -3.237 2.234 1.220
C -2.595 1.009 1.288
H 2.887 -1.575 4.553
H -2.659 -0.831 -2.151
C 2.109 0.128 -5.025
H -0.553 4.265 1.463
H 1.767 0.605 -7.042
C 1.892 -1.179 4.412
H -0.423 -1.662 -2.875
N -1.297 -1.522 1.231
C 1.120 -0.831 5.506
C -1.129 3.353 1.415
*
```

Atomic partial charges in e from the Mulliken method, atoms 1 to 5: H 0.344; H 0.436; C -0.912; O -0.704; C 1.098


Below is one molecule with the formula C23H23N3O4S in a non-equilibrium geometry, with properties calculated with ωB97M-V with the def2-TZVPD basis set.

Values from the calculation:
Kohn-Sham gap: 8.7 eV
Relative energy (zero: lowest compared OMol25 entry of this formula, charge and spin): 0.000 eV
SMILES string: O=C(CSc1nnc(-c2ccccc2NC(=O)c2ccccc2)o1)OC1CCCCC1
Largest force on an atom: 1.63 eV/A
LUMO: 0.07 eV

```
! wB97M-V def2-TZVPD RIJCOSX def2/J DEFGRID3
* xyz 0 1
H 2.731 4.194 0.869
C 2.602 -0.645 -1.162
H -0.023 0.028 -0.634
C 3.070 2.346 -0.165
H 0.641 -2.486 -3.330
C 0.847 -4.185 1.856
H 2.768 -3.881 2.755
C 0.106 -0.493 -2.712
N 0.184 3.817 0.765
C -1.486 2.485 0.812
C -3.752 2.658 -0.031
H 2.728 -1.157 -3.246
C -1.681 -1.634 0.796
C 1.759 -2.031 2.384
C -0.425 -2.189 1.384
N -1.970 -0.351 1.181
H 2.252 -1.096 -0.230
N -1.056 3.599 0.300
C -4.188 -0.065 0.245
H 0.452 -0.041 -3.644
S 1.953 2.505 2.374
H 3.674 -0.454 -1.070
C -5.170 0.749 -0.285
C 1.875 -3.411 2.371
C 1.872 0.680 -1.373
C 0.374 0.461 -1.554
C -4.957 2.113 -0.421
H 0.585 -0.339 1.898
C 0.618 -1.419 1.894
O 2.041 1.516 -0.211
C 0.468 2.825 1.546
C -2.970 0.469 0.656
C 3.064 3.183 1.108
O 3.912 2.468 -1.012
C -2.749 1.851 0.512
H -1.099 -4.161 0.949
H 2.834 -2.538 -2.151
H -6.109 0.315 -0.591
C -0.291 -3.577 1.363
C 2.326 -1.589 -2.327
H -5.726 2.746 -0.835
C 0.826 -1.819 -2.487
H 4.066 3.218 1.533
H -0.968 -0.663 -2.795
H 0.431 -2.299 -1.589
H -4.349 -1.126 0.339
H 2.562 -1.422 2.772
O -2.372 -2.279 0.036
H -3.551 3.711 -0.139
H -0.120 1.420 -1.724
H -1.297 0.108 1.776
O -0.546 1.938 1.640
H 0.935 -5.261 1.837
H 2.297 1.209 -2.234
*
```

Atomic partial charges in e from the Mulliken method, atoms 1 to 5: H 0.340; C -0.200; H -0.401; C 0.623; H 0.363


Below is one molecule with the formula C23H23N3O4S2 in a non-equilibrium geometry, with properties calculated with ωB97M-V with the def2-TZVPD basis set.

Values from the calculation:
Kohn-Sham gap: 8.3 eV
Relative energy (zero: lowest compared OMol25 entry of this formula, charge and spin): 0.560 eV
SMILES string: CCOC(=O)CN1C(=O)[C@H](Sc2nnc(-c3ccccc3OC)s2)CCc2ccccc21
Largest force on an atom: 1.74 eV/A
LUMO: 0.36 eV

```
! wB97M-V def2-TZVPD RIJCOSX def2/J DEFGRID3
* xyz 0 1
H 0.912 0.429 2.260
C 3.086 -2.668 -1.575
C -5.925 -1.558 0.106
O 4.877 0.645 1.182
C -7.708 0.546 -0.169
C 2.822 -4.018 -1.431
H 1.970 -1.858 2.752
C 2.106 -1.311 1.819
C 6.231 2.842 0.459
O -5.801 2.048 -0.278
C 2.298 -4.496 -0.242
C -1.747 0.694 -0.008
H -0.042 -0.975 1.742
C 2.828 -1.794 -0.527
N 3.096 -0.417 -0.688
H -7.247 3.094 -1.334
H 2.993 -0.678 1.916
C -4.013 -0.036 -0.003
H -9.234 -0.936 -0.052
H 4.357 0.624 -2.018
S -0.238 1.534 -0.054
O 2.557 1.738 -0.345
H 7.336 3.893 -1.056
H 2.085 -5.548 -0.129
C 5.001 0.896 0.011
C -7.282 -1.807 0.096
H 5.720 4.538 -0.750
C -6.344 0.811 -0.160
H -8.419 1.350 -0.275
C 2.244 0.566 -0.299
H 3.019 -4.693 -2.250
N -1.884 -0.589 0.117
C 2.322 -2.270 0.687
H 1.660 -4.002 1.738
C 2.055 -3.625 0.806
H 7.023 4.831 0.413
C -5.436 -0.258 -0.019
H -5.208 -2.356 0.212
C 0.874 0.091 0.133
C 0.882 -0.419 1.573
S -3.266 1.556 -0.141
C 6.604 4.111 -0.284
C -6.643 3.166 -0.425
H 3.481 -2.286 -2.505
H -7.649 -2.816 0.195
C 4.412 0.028 -1.104
N -3.142 -0.984 0.118
H 7.107 2.382 0.932
H -7.298 3.290 0.443
H 5.053 -0.842 -1.255
H 5.481 3.035 1.232
C -8.170 -0.752 -0.042
O 5.682 1.914 -0.484
H 0.500 -0.683 -0.541
H -5.977 4.024 -0.500
*
```

Atomic partial charges in e from the Mulliken method, atoms 1 to 5: H 0.349; C -0.449; C -0.472; O -0.620; C -0.539